This record from OMol25 describes an isolated molecule of C8H11NO. The level of theory is ωB97M-V with the def2-TZVPD basis set.

Computed properties:
Electronic energy (eV): -12009.5072
E_LUMO (eV): 0.89
Total charge: 0
Relative energy (zero: lowest compared OMol25 entry of this formula, charge and spin) (eV): 2.893
Multiplicity: 1

Geometry as XYZ:
```
21
Properties=species:S:1:pos:R:3:lowdin_charge:R:1
H -2.857 -1.541 -0.711 0.049
H -1.427 -1.243 -1.662 0.119
O -2.409 1.531 0.277 0.077
H 0.920 0.422 -2.161 0.108
H -1.963 -0.664 1.368 0.158
C 0.186 -0.808 0.727 -0.102
N -0.278 1.343 -0.390 0.115
C -1.437 0.859 0.043 -0.482
C -1.839 -1.485 -0.615 -0.048
C -1.280 -0.625 0.498 -0.261
C 1.557 0.818 1.291 -0.018
H 1.081 -0.746 2.821 0.099
H 0.653 -1.784 0.576 0.133
C 0.922 -0.148 1.929 -0.041
H -0.303 2.270 -0.678 0.136
H 2.345 1.525 1.554 0.099
C 0.930 0.629 -0.131 -0.325
H 2.711 -0.067 -1.515 0.092
H 2.118 1.575 -1.385 0.042
H -1.429 -2.442 -0.407 0.061
C 1.799 0.580 -1.431 -0.011
```